# 1
This record from the OMol25 dataset describes a single C18H15ClN2O3 molecule at a distorted geometry. The level of theory is ωB97M-V/def2-TZVPD.

Geometry (Å):
H: -4.286 0.869 0.048
C: 2.588 1.270 -0.798
H: 0.203 -1.605 0.637
H: -5.307 1.528 3.999
C: 3.674 -2.115 -2.922
H: 5.598 -2.196 -3.793
H: 1.219 -1.832 -1.583
C: -0.383 1.636 -0.121
H: 3.603 -5.102 -4.012
C: -4.217 1.403 3.884
C: -3.489 0.863 1.909
C: 3.975 -0.038 -2.276
H: -4.483 2.811 2.139
Cl: 2.531 2.766 0.133
H: 0.020 2.468 -0.700
C: 1.852 -0.952 -1.539
C: -3.792 0.075 3.217
C: 3.228 -3.474 -3.183
C: -1.473 -0.467 1.315
C: 3.768 1.150 -1.560
H: -2.901 2.752 2.930
O: -4.560 0.629 0.965
H: 4.543 1.896 -1.545
C: 3.089 -1.094 -2.258
O: 2.199 -3.891 -2.666
C: -3.750 2.145 2.661
C: 1.576 0.251 -0.805
C: -0.288 -0.637 0.622
H: -2.135 2.783 0.468
C: -1.616 1.811 0.544
N: 5.050 -0.317 -2.980
N: 4.900 -1.625 -3.301
H: -4.635 -0.628 3.116
O: 3.959 -4.202 -4.042
H: -2.899 -0.373 3.699
C: -2.159 0.745 1.277
H: -1.892 -1.333 1.828
H: -3.636 1.640 4.785
C: 0.326 0.388 -0.091

Calculated values
strongest force on any atom	4.1	eV Å⁻¹
SMILES	O=C(O)c1[nH]nc2cc(Cl)c(-c3ccc(C4(O)CCC4)cc3)cc12
energy	-1490.3139	Ha
relative energy (zero: lowest compared OMol25 entry of this formula, charge and spin)	301.6	kJ/mol
HOMO level	-8.3	eV
LUMO	-0.573	eV
molecular weight	342.8	g mol⁻¹
frontier orbital gap	7.689	eV

---

# 2
This record from the OMol25 dataset describes C4H10Cl3NSi2 as an isolated structure at a distorted geometry. The level of theory is ωB97M-V/def2-TZVPD.

Geometry (Å):
Si: 0.672 -0.822 2.371
H: 0.473 1.880 0.384
H: -1.796 0.169 1.482
C: 0.077 1.832 -0.713
H: 2.096 -2.131 0.619
C: -0.590 0.531 -2.525
H: 0.861 2.197 -1.321
Cl: 0.713 -2.068 3.931
H: -0.852 2.425 -0.777
Cl: 1.044 0.923 3.292
Cl: -1.238 -2.370 -1.476
C: 1.753 -1.222 0.934
H: -1.560 -1.470 1.944
H: 0.325 0.679 -3.222
H: -1.135 -0.461 -2.839
C: -1.032 -0.630 1.525
Si: -0.321 -0.883 -0.214
N: -0.341 0.540 -1.150
H: 2.216 -0.381 0.414
H: -1.365 1.261 -2.659

Calculated values
strongest force on any atom	4.7	eV Å⁻¹
energy	-2172.8540	Ha
HOMO level	-8.6	eV
LUMO	0.339	eV
molecular weight	234.7	g mol⁻¹
frontier orbital gap	8.973	eV

---

# 3
This record from the OMol25 dataset describes a 2-piece molecular cluster, C12H17N overall at a distorted geometry. The level of theory is ωB97M-V/def2-TZVPD.

Geometry (Å):
H: -3.110 1.002 -3.372
H: -2.162 1.250 -0.499
C: 2.635 -2.484 0.421
H: 2.675 -2.361 -1.736
H: -0.427 0.372 -3.284
C: 0.628 -0.037 2.521
C: -2.786 1.603 -1.320
H: -0.400 1.749 -2.380
H: -0.601 1.729 2.325
C: 1.018 -0.230 0.267
H: -1.058 1.840 -4.047
H: -2.371 -0.216 -2.397
H: -0.603 -0.783 4.089
C: 2.069 -1.982 1.575
N: 0.211 0.845 0.497
C: 1.280 -0.832 1.519
H: 1.303 -0.469 -1.904
C: 0.428 -0.450 3.943
H: -3.800 1.326 -1.077
H: 1.113 -1.250 4.191
C: -2.382 0.850 -2.572
H: 0.531 0.363 4.646
C: -1.001 1.244 -3.144
H: -2.810 2.693 -1.304
C: 2.361 -1.881 -0.820
C: 1.572 -0.747 -0.896
H: -0.030 1.588 -0.128
C: 0.016 0.984 1.858
H: 2.387 -2.392 2.518
H: 3.314 -3.324 0.508

Calculated values
strongest force on any atom	1.6	eV Å⁻¹
SMILES	Cc1c[nH]c2ccccc12.CCC
energy	-522.1972	Ha
relative energy (zero: lowest compared OMol25 entry of this formula, charge and spin)	60.7	kJ/mol
HOMO level	-7.8	eV
LUMO	0.942	eV
molecular weight	175.3	g mol⁻¹
frontier orbital gap	8.733	eV

---

# 4
This record from the OMol25 dataset describes a 2-piece molecular cluster, C5H16N2O overall at a distorted geometry. The level of theory is ωB97M-V/def2-TZVPD.

Geometry (Å):
H: -1.455 -2.260 0.512
C: 0.824 -1.226 -0.921
H: -1.948 0.528 -1.808
H: 0.178 -2.689 1.216
H: 1.724 -0.004 -2.324
H: -0.615 1.853 1.345
O: 3.161 2.999 0.658
H: 0.097 -1.372 -1.718
C: -1.349 1.077 1.101
H: 1.551 0.695 -0.856
H: -2.262 1.613 0.886
H: 1.384 -2.144 -0.790
H: -1.872 -1.160 -1.226
N: -0.895 0.296 -0.047
H: 0.794 -0.226 0.998
H: -1.067 -1.649 2.025
C: 0.111 -0.778 0.349
C: -1.982 -0.127 -0.935
H: -1.316 0.427 1.968
C: -0.592 -1.936 1.089
H: -2.948 0.079 -0.483
H: 2.974 3.778 0.130
H: 3.716 2.397 0.159
N: 1.787 -0.171 -1.328

Calculated values
strongest force on any atom	3.2	eV Å⁻¹
energy	-384.5261	Ha
relative energy (zero: lowest compared OMol25 entry of this formula, charge and spin)	45.1	kJ/mol
HOMO level (spin up / spin down)	-13.4 / -13.4	eV
LUMO (spin up / spin down)	-2.687 / -7.282	eV
molecular weight	120.2	g mol⁻¹
frontier orbital gap (spin up / spin down)	10.735 / 6.080	eV
total charge	+1
2S+1	2

---

# 5
This record from the OMol25 dataset describes C4H9NO2 as an isolated structure. The level of theory is ωB97M-V/def2-TZVPD.

Geometry (Å):
H: -0.360 -0.104 2.688
H: 1.463 -0.043 -1.865
H: 0.497 1.686 -0.342
O: -1.283 -1.429 -0.493
O: 0.813 -0.403 2.195
C: 0.290 0.385 1.332
H: -1.483 -0.860 0.265
C: 0.876 -0.352 -0.992
H: 1.336 -1.260 -0.587
C: -0.549 -0.684 -1.439
H: -0.503 -1.309 -2.337
C: 0.960 0.774 0.053
N: -0.918 0.679 1.765
H: 2.008 0.994 0.279
H: -1.498 1.420 1.391
H: -1.075 0.245 -1.721

Calculated values
strongest force on any atom	0.4	eV Å⁻¹
energy	-362.9922	Ha
relative energy (zero: lowest compared OMol25 entry of this formula, charge and spin)	245.1	kJ/mol
HOMO level	-10.1	eV
LUMO	0.777	eV
molecular weight	103.1	g mol⁻¹
frontier orbital gap	10.919	eV

---

# 6
This record from the OMol25 dataset describes a 2-piece molecular cluster, C5H14N2O2 overall at a distorted geometry. The level of theory is ωB97M-V/def2-TZVPD.

Geometry (Å):
N: -0.529 -2.565 1.312
C: 0.398 -1.988 0.384
O: -1.559 -0.809 -2.946
H: 1.346 1.356 -1.303
H: -1.269 -1.233 -3.758
H: 2.343 2.486 -0.927
H: 2.299 0.970 -0.015
H: -1.570 0.930 -0.199
H: 1.448 2.702 1.501
H: -1.695 -0.275 0.972
C: 0.792 2.175 0.763
H: -0.524 1.362 2.285
N: -0.195 -0.898 -0.256
O: 1.398 -2.539 0.024
C: 0.006 0.968 1.413
H: 0.719 0.240 1.785
C: 1.644 1.753 -0.365
H: 0.096 -0.793 -1.208
H: -2.541 -0.885 -2.946
H: -0.337 -3.484 1.700
C: -0.845 0.252 0.390
H: 0.055 2.893 0.404
H: -1.480 -2.617 0.991

Calculated values
strongest force on any atom	4.5	eV Å⁻¹
SMILES	CCCCNC(N)=O.O
energy	-458.8770	Ha
relative energy (zero: lowest compared OMol25 entry of this formula, charge and spin)	159.1	kJ/mol
HOMO level	-9.0	eV
LUMO	0.490	eV
molecular weight	134.2	g mol⁻¹
frontier orbital gap	9.497	eV

---

> Which of these has the lowest energy?

C4H10Cl3NSi2

---

> Which value of energy does entry 3 give?

-522.1972 Ha

---

> Look up the molecular weight of the first one.

342.8 g mol⁻¹